A 7-piece molecular cluster, C35H41F19O18 overall in a non-equilibrium geometry. Source: the OMol25 dataset; level of theory: ωB97M-V/def2-TZVPD.

For the total energy, the calculation gives -125445.0106 eV. Its structure (SMILES) is CCC(=O)OCCC1=C(CC(=O)F)C(=O)OC1=O.CCOC(=O)C(F)(F)F.CCOC(=O)C(F)(F)F.CCOC(=O)C(F)(F)F.CCOC(=O)C(F)(F)F.CCOC(=O)C(F)(F)F.CCOC(=O)C(F)(F)F. The HOMO energy comes out at -10.24 eV. The LUMO energy comes out at -1.15 eV. The value obtained for the molecular weight is 1110.66 g mol⁻¹.

The geometry in ORCA input format:
```
! wB97M-V def2-TZVPD RIJCOSX def2/J DEFGRID3
* xyz 0 1
C -1.76718 2.03519 -4.52953
C -0.27444 1.51879 -4.21303
C -0.35079 0.09840 -3.47404
O -1.40819 -0.58001 -3.43865
O 0.85207 -0.39175 -2.87745
C 1.15143 0.31781 -1.63007
C 0.56298 -0.58144 -0.43356
C -0.30815 0.21621 0.63824
C 0.13878 0.57214 1.94202
C 1.58911 0.30606 2.60768
C 2.52243 1.50848 2.04891
O 3.51282 1.28770 1.33834
F 2.07050 2.82472 2.41531
C -1.09110 1.31090 2.63556
O -1.23255 1.50602 3.86448
O -1.93756 1.70197 1.54776
C -1.83353 0.74261 0.49623
O -2.68720 0.40626 -0.34248
H -1.73308 3.18679 -4.43334
H -2.51721 1.69309 -3.72494
H -2.10243 1.71558 -5.58578
H 0.29169 1.42311 -5.20660
H 0.25644 2.30404 -3.57736
H 2.30598 0.32128 -1.56070
H 0.81150 1.40716 -1.62830
H 1.43909 -1.16170 0.01988
H -0.13966 -1.36836 -0.91151
H 2.01217 -0.71857 2.35650
H 1.49312 0.34740 3.75531
C 7.72119 -3.51379 1.97924
C 6.69866 -2.50965 2.47275
O 5.74884 -2.20425 1.43841
C 4.72413 -3.07010 1.30225
O 4.57202 -4.05367 1.97968
C 3.77156 -2.59871 0.20572
F 4.41951 -2.16820 -0.89460
F 2.99531 -1.56543 0.62106
F 2.93115 -3.56436 -0.20532
H 8.20013 -3.15652 1.06393
H 8.48356 -3.68535 2.73237
H 7.24914 -4.47005 1.73936
H 7.19788 -1.57220 2.72766
H 6.19308 -2.86091 3.37631
C -4.40279 2.48932 2.78321
C -5.79858 1.94623 2.55048
O -6.13191 0.96428 3.54512
C -6.59417 1.44247 4.71920
O -6.73444 2.61186 4.96791
C -6.95274 0.29157 5.65608
F -6.01895 -0.68280 5.66248
F -8.11737 -0.29801 5.30240
F -7.09583 0.68490 6.93501
H -3.67957 1.67749 2.82716
H -4.11724 3.17520 1.98361
H -4.34137 3.02190 3.73556
H -5.83906 1.43999 1.58316
H -6.54340 2.74639 2.52620
C -6.72049 2.17537 -2.56575
C -6.76745 3.07708 -3.78367
O -6.46676 4.43411 -3.41986
C -5.15691 4.74510 -3.33027
O -4.26101 3.96655 -3.53138
C -4.98192 6.22244 -2.98591
F -5.82440 6.63040 -2.01342
F -5.21571 7.01671 -4.05264
F -3.73907 6.51187 -2.55782
H -7.38087 2.55481 -1.78152
H -7.02644 1.15994 -2.82532
H -5.71351 2.13664 -2.14318
H -7.77716 3.07981 -4.20021
H -6.09543 2.72541 -4.57106
C 11.87178 -8.82278 2.71690
C 10.69661 -7.95595 3.12359
O 11.06911 -6.56863 3.12616
C 11.02408 -5.94193 1.93167
O 10.70046 -6.47121 0.90026
C 11.39487 -4.46894 2.08891
F 12.46637 -4.28604 2.88813
F 10.38500 -3.75192 2.63337
F 11.69317 -3.87900 0.91751
H 12.73585 -8.62241 3.35563
H 11.61445 -9.88119 2.79148
H 12.17927 -8.61223 1.68988
H 10.39420 -8.20202 4.14387
H 9.82890 -8.12649 2.48079
C -9.11069 -1.97826 3.57816
C -10.22387 -2.16293 2.56573
O -9.73709 -1.93731 1.23308
C -9.12475 -2.98426 0.64111
O -8.97004 -4.06013 1.15842
C -8.70417 -2.62014 -0.78111
F -8.13917 -1.39590 -0.85657
F -9.75674 -2.60835 -1.62757
F -7.80942 -3.48345 -1.29483
H -8.64777 -0.99948 3.46160
H -9.49488 -2.07009 4.59523
H -8.32279 -2.72224 3.43645
H -11.00824 -1.42371 2.74330
H -10.68680 -3.14978 2.65118
C 5.85273 4.30263 -4.22181
C 4.82678 5.29320 -3.70784
O 3.86684 5.60268 -4.73050
C 2.84753 4.72980 -4.86824
O 2.70995 3.73728 -4.20014
C 1.88146 5.20467 -5.95128
F 2.51913 5.65242 -7.05297
F 1.10487 6.22073 -5.51898
F 1.04645 4.23264 -6.36391
H 6.32086 4.67471 -5.13678
H 6.62826 4.12730 -3.47356
H 5.38665 3.34584 -4.46890
H 5.32081 6.23151 -3.44627
H 4.33139 4.92763 -2.80443
*
```

Atom charges from the Löwdin analysis, given in e for atoms 1 to 6: -0.113 -0.133 -0.366 0.072 -0.083 -0.140

C35H41N4O2V as an isolated structure in a non-equilibrium geometry. Source: the OMol25 dataset; level of theory: ωB97M-V/def2-TZVPD.

For the total energy, the calculation gives -72708.0993 eV. The HOMO energy (spin up / spin down) comes out at -2.75 / -4.46 eV. As for the expectation value of S²: 3.793. The LUMO energy (spin up / spin down) comes out at 2.47 / 2.46 eV. The value obtained for the molecular weight is 600.68 g mol⁻¹. The energy above the lowest of the compared OMol25 structures with the same formula, charge and spin comes out at 0.00 kJ/mol.

The geometry in ORCA input format:
```
! wB97M-V def2-TZVPD RIJCOSX def2/J DEFGRID3
* xyz -1 4
V -0.12803 -0.27589 0.00768
O 0.56215 -2.56913 3.31033
C 0.54272 -1.74708 2.39049
N 0.10638 -1.91675 1.12330
C 0.20183 -3.09943 0.40096
C 0.10299 -4.38996 0.90558
C 0.28292 -5.47562 0.05100
C 0.56451 -5.28304 -1.28974
C 0.67790 -3.99533 -1.81445
C 0.48792 -2.90559 -0.97955
N 0.57359 -1.54983 -1.35278
C 1.00942 -1.08438 -2.52543
O 1.41893 -1.67890 -3.52253
C 1.00471 0.44476 -2.55301
C 1.59029 1.10813 -3.61859
C 1.58448 2.49477 -3.62212
C 0.99198 3.16671 -2.56260
C 0.42485 2.42842 -1.53668
N 0.42605 1.09762 -1.52864
C 1.15910 -0.38987 2.52083
C 1.86063 -0.02619 3.65929
C 2.63009 1.12054 3.67639
C 2.69852 1.86732 2.49238
C 1.98448 1.46189 1.39371
N 1.18895 0.37128 1.37458
H -0.10143 -4.52181 1.95817
H 0.20201 -6.48138 0.44629
H 0.70211 -6.13631 -1.94326
H 0.91508 -3.83187 -2.85432
H 2.02311 0.51126 -4.40807
H 2.03666 3.04306 -4.43914
H 0.95834 4.24666 -2.51764
H -0.05951 2.90203 -0.69489
H 1.78983 -0.69380 4.50791
H 3.18171 1.41607 4.55745
H 3.31367 2.75439 2.42078
H 2.03729 2.01628 0.46378
C -2.49618 2.33396 -0.09799
C -2.82635 1.10775 -0.68040
C -2.49660 0.07400 0.29848
C -1.94282 0.77700 1.43304
C -1.94617 2.14398 1.19536
C -1.55048 3.24745 2.15619
C -0.51980 4.19966 1.53799
C -2.80846 4.05929 2.50231
C -0.96658 2.66553 3.44317
C -3.37421 -1.16868 0.59486
C -4.79765 -0.65795 0.89400
C -2.96089 -1.91702 1.87470
C -3.40624 -2.22185 -0.51562
C -3.33227 0.99889 -2.13812
C -4.80852 0.57270 -2.22526
C -3.26149 2.37169 -2.82998
C -2.50186 0.05445 -3.00832
H -2.55172 3.29099 -0.59622
H -1.68809 0.29784 2.36642
H -0.89664 4.64146 0.61288
H 0.41464 3.67827 1.32587
H -0.29296 5.01641 2.22981
H -3.23913 4.50903 1.60650
H -2.57366 4.85863 3.21200
H -3.56676 3.41207 2.94541
H -0.09569 2.04157 3.23766
H -1.70398 2.05326 3.96477
H -0.65661 3.46968 4.11620
H -4.78018 -0.05164 1.80217
H -5.47579 -1.50014 1.06351
H -5.20515 -0.03836 0.09632
H -2.96834 -1.26310 2.74530
H -1.98508 -2.38381 1.80461
H -3.69822 -2.70382 2.05848
H -3.85225 -1.85688 -1.43770
H -3.99545 -3.08325 -0.18912
H -2.40040 -2.58355 -0.74533
H -5.43341 1.21915 -1.60528
H -4.97331 -0.45540 -1.91470
H -5.15067 0.66055 -3.26037
H -3.92356 3.09855 -2.35591
H -3.57313 2.26533 -3.87262
H -2.24910 2.77180 -2.82210
H -2.27785 -0.89292 -2.51757
H -1.56903 0.51613 -3.28162
H -3.03647 -0.15981 -3.93916
*
```

Atom charges from the Löwdin analysis, given in e for atoms 1 to 6: 0.888 0.021 -0.473 -0.027 -0.218 -0.022

What is the formula in the second record?
C35H41N4O2V

Which of these has the highest molecular weight?
C35H41F19O18